[1]
This record from the Open Molecules 2025 dataset describes a structure of composition C7H28ClN10O7 at a distorted geometry. The level of theory is ωB97M-V/def2-TZVPD.

Atoms and positions in Å:
Cl (0.385, -0.092, -0.229)
C (-2.583, -0.387, -0.034)
O (-3.273, -0.816, -1.247)
H (-1.511, -0.481, -0.210)
H (-2.833, 0.674, -0.007)
H (-3.032, -1.069, 0.688)
H (-3.054, -0.149, -1.901)
C (-0.964, -2.904, 0.629)
O (-0.854, -2.294, -0.630)
H (-1.625, -3.750, 0.441)
H (0.028, -3.049, 1.056)
H (-1.404, -2.260, 1.391)
H (-0.306, -1.507, -0.580)
C (2.322, 2.834, -0.163)
O (2.896, 2.561, -1.193)
N (1.422, 2.109, 0.430)
N (2.544, 3.928, 0.528)
H (1.035, 1.281, 0.000)
H (1.010, 2.589, 1.217)
H (3.250, 4.536, 0.137)
H (2.140, 4.043, 1.446)
C (-1.083, 0.013, -3.204)
O (-1.754, 0.225, -4.138)
N (-0.342, 0.928, -2.591)
N (-0.873, -1.188, -2.715)
H (-0.054, 0.647, -1.664)
H (-0.498, 1.860, -2.946)
H (-0.041, -1.373, -2.172)
H (-1.635, -1.835, -2.860)
C (2.461, -2.481, -1.096)
O (3.109, -3.494, -1.278)
N (2.060, -1.986, 0.037)
N (1.956, -1.852, -2.108)
H (1.520, -1.133, 0.068)
H (2.423, -2.444, 0.860)
H (1.294, -1.118, -1.900)
H (1.924, -2.295, -3.014)
C (0.613, -0.199, 3.334)
O (0.851, -0.402, 4.458)
N (0.912, 0.904, 2.781)
N (0.170, -1.054, 2.457)
H (1.198, 1.690, 3.348)
H (0.689, 0.942, 1.797)
H (0.052, -0.855, 1.474)
H (-0.037, -1.965, 2.842)
C (-1.652, 1.945, 0.930)
O (-2.424, 2.789, 1.234)
N (-1.251, 1.062, 1.768)
N (-1.122, 1.827, -0.238)
H (-1.582, 1.063, 2.722)
H (-0.501, 0.459, 1.460)
H (-1.480, 2.457, -0.942)
H (-0.497, 1.068, -0.471)

## Properties
HOMO energy, eV: -6.69
LUMO, Ha: 0.094
Multiplicity: 1
Kohn-Sham gap, eV: 9.26
DFT total energy, eV: -49463.839
Total charge: -1
Energy above the lowest of the compared OMol25 structures with the same formula, charge and spin, eV: 14.489

Mulliken atomic charge list, values in e, 8 entries: atom 1 (Cl): 0.969, atom 2 (C): 0.127, atom 3 (O): -0.658, atom 4 (H): 0.289, atom 5 (H): 0.608, atom 6 (H): 0.395, atom 7 (H): 0.373, atom 8 (C): -1.246

***

[2]
This record from the Open Molecules 2025 dataset describes a structure of composition C7H28MnN14O7 at a distorted geometry. The level of theory is ωB97M-V/def2-TZVPD.

Atoms and positions in Å:
Mn (33.451, 3.517, 29.160)
C (33.035, 0.520, 27.868)
O (33.241, 1.575, 28.512)
N (31.898, 0.351, 27.233)
N (33.752, -0.598, 27.737)
H (31.167, 1.024, 27.415)
H (31.881, -0.444, 26.609)
H (34.747, -0.531, 27.898)
H (33.335, -1.079, 26.953)
C (36.334, 2.102, 29.857)
O (35.280, 2.712, 29.824)
N (37.435, 2.682, 29.560)
N (36.453, 0.928, 30.448)
H (38.289, 2.145, 29.591)
H (37.412, 3.681, 29.414)
H (37.402, 0.681, 30.689)
H (35.684, 0.352, 30.761)
C (33.541, 4.173, 32.332)
O (33.666, 4.317, 31.152)
N (34.366, 3.612, 33.091)
N (32.426, 4.408, 33.036)
H (35.218, 3.264, 32.673)
H (34.068, 3.301, 34.004)
H (32.411, 3.955, 33.938)
H (31.623, 4.882, 32.648)
C (31.723, 4.254, 25.878)
O (31.890, 3.701, 27.002)
N (30.711, 5.003, 25.590)
N (32.538, 4.108, 24.861)
H (30.772, 5.641, 24.809)
H (29.985, 5.169, 26.272)
H (33.355, 3.517, 24.922)
H (32.265, 4.540, 23.990)
C (32.333, 6.558, 29.007)
O (33.035, 5.600, 28.689)
N (31.509, 7.183, 28.195)
N (32.460, 7.162, 30.146)
H (31.610, 6.915, 27.227)
H (30.833, 7.896, 28.430)
H (33.108, 6.740, 30.795)
H (31.682, 7.781, 30.322)
C (35.619, 3.391, 26.223)
O (34.891, 3.849, 27.038)
N (36.009, 4.104, 25.173)
N (35.941, 2.104, 26.143)
H (36.683, 3.614, 24.602)
H (35.482, 4.795, 24.659)
H (35.796, 1.485, 26.928)
H (36.489, 1.860, 25.331)
C (30.325, 2.923, 29.748)
O (31.505, 3.197, 29.678)
N (29.886, 2.311, 30.765)
N (29.432, 3.231, 28.914)
H (28.904, 2.137, 30.921)
H (30.558, 2.247, 31.516)
H (28.836, 2.424, 28.796)
H (29.637, 3.810, 28.112)

## Properties
HOMO energy (spin up / spin down), eV: -17.44 / -17.65
LUMO (spin up / spin down), Ha: -0.274 / -0.503
Multiplicity: 7
Expectation value of S²: 12.01
Kohn-Sham gap (spin up / spin down), eV: 9.99 / 3.97
DFT total energy, eV: -74207.501
Total charge: +3

Mulliken atomic charge list, values in e, 8 entries: atom 1 (Mn): 2.131, atom 2 (C): 0.330, atom 3 (O): -0.304, atom 4 (N): -0.391, atom 5 (N): -0.382, atom 6 (H): 0.163, atom 7 (H): 0.158, atom 8 (H): 0.267

***

[3]
This record from the Open Molecules 2025 dataset describes a cluster of 7 separate species, C7H28O7 in total at a distorted geometry. The level of theory is ωB97M-V/def2-TZVPD.

Atoms and positions in Å:
C (-2.322, -0.068, 3.399)
O (-3.106, 0.064, 2.203)
H (-2.812, -0.567, 4.235)
H (-1.473, -0.711, 3.167)
H (-2.045, 0.969, 3.584)
H (-3.734, -0.662, 2.215)
C (-1.748, -4.345, -0.256)
O (-1.630, -3.217, -1.026)
H (-1.828, -4.092, 0.801)
H (-2.629, -4.920, -0.542)
H (-0.810, -4.887, -0.376)
H (-0.780, -2.801, -0.866)
C (1.636, -2.064, -0.432)
O (0.522, -2.208, 0.466)
H (2.468, -2.623, -0.003)
H (1.325, -2.472, -1.393)
H (1.988, -1.053, -0.636)
H (0.799, -2.434, 1.357)
O (-4.378, 2.273, 2.179)
H (-3.849, 1.479, 2.258)
H (-3.951, 2.904, 2.758)
O (-0.615, 0.606, 0.809)
H (-1.491, 0.416, 1.144)
H (-0.279, -0.243, 0.521)
C (3.328, 3.728, 0.609)
C (1.923, 3.010, 0.402)
O (1.375, 2.341, 1.473)
H (3.684, 4.309, -0.242)
H (4.101, 3.006, 0.875)
H (3.233, 4.298, 1.533)
H (1.967, 2.311, -0.434)
H (1.048, 3.594, 0.118)
H (0.602, 1.810, 1.266)
C (0.276, 0.505, -2.908)
C (1.397, -0.112, -3.703)
O (2.379, 0.832, -4.006)
H (-0.473, -0.232, -2.619)
H (-0.253, 1.253, -3.499)
H (0.574, 0.898, -1.936)
H (1.006, -0.622, -4.583)
H (1.844, -0.856, -3.044)
H (2.729, 0.585, -4.865)

## Properties
SMILES string: CCO.CCO.CO.CO.CO.O.O
HOMO energy, eV: -9.00
LUMO, Ha: 0.004
Multiplicity: 1
Kohn-Sham gap, eV: 9.12
DFT total energy, eV: -22042.923
Energy above the lowest of the compared OMol25 structures with the same formula, charge and spin, eV: 2.956

Mulliken atomic charge list, values in e, 8 entries: atom 1 (C): -0.485, atom 2 (O): -0.650, atom 3 (H): 0.296, atom 4 (H): 0.160, atom 5 (H): 0.262, atom 6 (H): 0.272, atom 7 (C): -0.474, atom 8 (O): -0.519

***

[4]
This record from the Open Molecules 2025 dataset describes a cluster of 8 separate species, C7H29NO7 in total at a distorted geometry. The level of theory is ωB97M-V/def2-TZVPD.

Atoms and positions in Å:
C (-2.009, -0.334, 0.877)
C (-1.002, -0.965, 1.832)
C (-0.273, -2.234, 1.333)
C (-0.937, -3.386, 1.273)
C (-1.393, 0.319, -0.434)
N (-0.212, 1.079, -0.119)
C (0.355, 1.630, -1.358)
C (1.389, 2.694, -1.110)
H (-2.414, 0.423, 1.548)
H (-2.691, -1.134, 0.575)
H (-0.143, -0.326, 2.107)
H (-1.599, -1.138, 2.745)
H (0.717, -2.011, 1.027)
H (-0.624, -4.403, 1.168)
H (-2.013, -3.297, 1.313)
H (-2.287, 0.814, -0.823)
H (-1.084, -0.474, -1.120)
H (0.450, 0.526, 0.402)
H (0.839, 0.735, -1.814)
H (-0.376, 2.082, -2.025)
H (1.019, 3.731, -0.978)
H (2.013, 2.712, -0.213)
H (2.160, 2.668, -1.898)
H (-0.443, -0.120, -4.010)
H (-1.789, -0.843, -3.665)
O (-1.370, -0.187, -4.254)
H (-1.337, -3.100, -3.444)
H (-0.218, -2.573, -2.386)
O (-1.100, -2.428, -2.807)
H (-1.938, 2.325, 1.251)
H (-1.850, 2.585, 2.781)
O (-1.992, 3.008, 1.933)
H (2.910, -0.265, 0.645)
H (3.393, -0.069, -0.814)
O (2.886, -0.665, -0.242)
H (1.008, 3.359, 2.260)
H (0.385, 2.354, 1.179)
O (0.743, 2.454, 2.091)
H (2.888, 0.391, 3.225)
H (1.826, 1.139, 2.344)
O (2.681, 0.657, 2.322)
H (1.009, -3.217, -0.406)
H (1.431, -1.825, -1.119)
O (0.991, -2.691, -1.194)

## Properties
SMILES string: C=CCCCNCC.O.O.O.O.O.O.O
HOMO energy, eV: -9.40
LUMO, Ha: 0.014
Multiplicity: 1
Kohn-Sham gap, eV: 9.79
DFT total energy, eV: -23550.678
Energy above the lowest of the compared OMol25 structures with the same formula, charge and spin, eV: 2.120

Mulliken atomic charge list, values in e, 8 entries: atom 1 (C): -0.333, atom 2 (C): -0.879, atom 3 (C): -0.043, atom 4 (C): -0.946, atom 5 (C): -0.815, atom 6 (N): 0.414, atom 7 (C): 0.030, atom 8 (C): -1.676

***

[5]
This record from the Open Molecules 2025 dataset describes a structure of composition C7H2CuN2O7. The level of theory is ωB97M-V/def2-TZVPD.

Atoms and positions in Å:
Cu (-3.363, -1.241, 0.948)
O (-0.541, -0.335, 3.433)
C (-1.264, -0.523, 2.465)
O (-2.491, -0.919, 2.570)
C (-0.621, -0.256, 1.065)
C (0.678, 0.226, 1.156)
C (1.450, 0.534, 0.051)
C (0.951, 0.373, -1.234)
C (-0.320, -0.093, -1.338)
C (-1.178, -0.441, -0.254)
O (-2.342, -0.887, -0.589)
N (-0.892, -0.264, -2.691)
O (-0.604, -1.274, -3.302)
O (-1.593, 0.627, -3.122)
N (2.805, 1.037, 0.223)
O (3.452, 1.302, -0.781)
O (3.237, 1.172, 1.354)
H (1.085, 0.354, 2.148)
H (1.551, 0.609, -2.101)

## Properties
HOMO energy, eV: -5.41
LUMO, Ha: 0.094
Multiplicity: 1
Kohn-Sham gap, eV: 7.97
DFT total energy, eV: -69240.984
Total charge: -1
Energy above the lowest of the compared OMol25 structures with the same formula, charge and spin, eV: 0.000

Mulliken atomic charge list, values in e, 8 entries: atom 1 (Cu): 0.292, atom 2 (O): -0.667, atom 3 (C): 0.921, atom 4 (O): -0.699, atom 5 (C): -0.723, atom 6 (C): -0.440, atom 7 (C): -0.318, atom 8 (C): -0.405

***

[6]
This record from the Open Molecules 2025 dataset describes a cluster of 9 separate species, C7H30NO8 in total at a distorted geometry. The level of theory is ωB97M-V/def2-TZVPD.

Atoms and positions in Å:
C (-0.634, 1.965, -1.673)
C (0.765, 2.187, -1.082)
C (0.976, 1.309, 0.139)
C (1.191, -0.010, 0.132)
C (1.771, -0.768, -1.025)
C (1.840, 2.631, 2.048)
C (0.822, 2.038, 1.437)
N (-1.221, 0.620, -1.804)
H (-0.785, 2.449, -2.637)
H (-1.257, 2.512, -0.980)
H (0.803, 3.235, -0.819)
H (1.559, 1.959, -1.798)
H (1.044, -0.552, 1.059)
H (2.788, -0.571, -1.355)
H (1.732, -1.838, -0.806)
H (1.140, -0.669, -1.907)
H (2.830, 2.554, 1.608)
H (1.750, 3.184, 2.972)
H (-0.200, 2.328, 1.682)
H (-0.681, -0.094, -1.296)
H (-2.178, 0.513, -1.455)
H (-1.149, 0.167, -2.724)
H (1.024, -0.465, -3.948)
H (-0.142, -1.172, -4.553)
O (0.072, -0.311, -4.167)
H (-2.737, -2.562, 2.572)
H (-2.397, -1.083, 2.521)
O (-2.972, -1.757, 2.101)
H (-4.481, 0.786, 0.386)
H (-3.328, 0.371, 1.152)
O (-3.526, 0.952, 0.404)
H (1.414, 0.851, 4.091)
H (0.757, -0.102, 5.123)
O (0.590, 0.654, 4.550)
H (2.466, -3.772, -0.205)
H (2.189, -4.527, 1.116)
O (2.115, -4.588, 0.159)
H (2.497, -1.652, -4.511)
H (3.284, -0.307, -4.206)
O (2.721, -0.998, -3.843)
H (-2.339, -1.701, 0.134)
H (-0.807, -2.054, 0.009)
O (-1.556, -1.642, -0.425)
H (-0.749, 0.600, 3.662)
H (-2.120, 1.062, 3.131)
O (-1.580, 0.266, 3.243)

## Properties
HOMO energy, eV: -12.40
LUMO, Ha: -0.087
Multiplicity: 1
Kohn-Sham gap, eV: 10.02
DFT total energy, eV: -25609.428
Total charge: +1
Energy above the lowest of the compared OMol25 structures with the same formula, charge and spin, eV: 2.126

Mulliken atomic charge list, values in e, 8 entries: atom 1 (C): -0.797, atom 2 (C): -0.667, atom 3 (C): 0.637, atom 4 (C): -0.665, atom 5 (C): 0.014, atom 6 (C): -0.974, atom 7 (C): -0.303, atom 8 (N): 0.167